(1)
16
Properties=species:S:1:pos:R:3:forces:R:3:mulliken_charge:R:1 method="wB97M-V/def2-TZVPD" e_above_lowest_ev=1.663 homo_energy_ha=-0.32191
C -1.9515 -0.5411 0.5926 0.68 1.27 0.35 -0.942
C -1.0207 -0.3688 -0.3498 -1.36 -1.65 1.77 0.800
C -1.2331 0.5563 -1.4139 -0.09 3.89 -1.65 -1.083
C 0.2156 -1.1070 -0.1719 1.03 -2.12 0.09 0.225
O 0.2505 -2.2885 0.1815 -0.23 1.46 -0.38 -0.537
P 1.7880 -0.1926 -0.5089 0.70 -0.65 -0.76 -0.069
C 1.8791 0.7980 1.0570 1.62 -0.53 -0.95 -0.874
H -2.7272 0.2137 0.5267 -0.60 -0.56 0.43 0.303
H -1.7313 -1.0624 1.5182 -0.40 -0.31 -0.28 0.325
H -1.9962 1.3925 -1.1473 1.29 -1.44 -0.35 0.294
H -1.5582 0.1655 -2.3691 -0.13 -0.57 -0.13 0.264
H -0.2637 1.0588 -1.6627 -0.76 -0.11 0.14 0.307
H 2.5609 -1.4055 -0.2797 -0.28 0.98 0.32 0.061
H 2.8247 0.4875 1.5270 -0.16 0.59 -0.10 0.337
H 1.1251 0.4284 1.6804 -1.29 0.05 1.15 0.334
H 1.8380 1.8653 0.8198 -0.02 -0.33 0.35 0.255

(2)
18
Properties=species:S:1:pos:R:3:forces:R:3:mulliken_charge:R:1 method="wB97M-V/def2-TZVPD" charge=+1 e_above_lowest_ev=4.521 homo_energy_ha="-0.47009 / -0.48924"
N 1.6523 0.7332 0.8582 -0.86 -2.27 1.80 -0.293
C 0.2846 -0.1284 0.5221 0.39 -1.43 1.01 1.477
C -0.8347 0.7652 0.6091 -0.29 2.11 -2.02 -1.027
C -1.4173 1.1852 -0.5587 0.90 -1.91 0.57 -0.411
C -1.3866 0.4748 -1.8136 -1.59 0.80 -0.14 -0.441
C -0.5577 -0.5956 -1.8702 0.64 -0.04 0.52 -0.446
C 0.2163 -0.8383 -0.7500 1.20 -4.47 -0.47 -0.253
N 0.4573 -2.4340 -0.3960 -0.76 4.85 -1.82 -0.321
N 0.5244 -2.3968 0.8689 0.90 -2.84 2.92 -0.236
C 0.4533 -1.2957 1.5198 -0.55 2.07 -2.08 -0.405
H 2.4467 0.1299 1.1202 -0.32 0.21 -0.20 0.398
H 1.5066 1.4320 1.5762 -0.28 0.04 0.44 0.352
H 1.8421 1.2037 0.0552 1.06 1.84 -3.18 0.332
H -0.9406 1.4235 1.4320 -0.22 0.26 1.06 0.451
H -1.9683 2.0391 -0.5017 -1.86 2.12 0.14 0.494
H -2.2203 0.6289 -2.5588 1.34 0.08 0.79 0.364
H -0.6395 -1.3221 -2.6422 0.22 -0.52 -0.49 0.471
H 0.5814 -1.0045 2.5294 0.11 -0.91 1.16 0.492

(3)
226
Properties=species:S:1:pos:R:3:forces:R:3:mulliken_charge:R:1 method="wB97M-V/def2-TZVPD" homo_energy_ha=-0.31521
C 0.9559 7.1845 0.9965 2.09 1.21 -0.65 0.325
O 1.1164 8.1108 1.8106 -0.65 -1.64 -0.94 -0.715
N 1.9996 6.9063 0.0523 -3.29 0.46 1.28 -0.140
N -0.1018 6.3687 0.8326 -1.32 -0.89 -0.49 -0.061
H 1.9940 6.0965 -0.5216 0.11 -0.73 -0.15 0.184
H 2.7884 7.4256 0.2541 1.71 0.76 -0.02 0.282
H -1.0460 6.4987 1.1498 0.32 0.86 0.79 0.278
H -0.1588 5.7978 -0.0001 0.76 -0.20 -0.01 -0.110
C 4.9851 -2.3613 1.6007 2.60 -2.71 0.33 0.289
O 4.3119 -1.4601 1.1706 -0.65 0.71 -0.01 -0.191
N 6.3369 -2.3254 1.9953 0.07 1.48 0.99 -0.568
N 4.6241 -3.6962 1.5710 -1.09 0.00 -0.01 -0.401
H 6.6731 -1.4171 2.3572 -0.65 -0.28 -0.54 0.340
H 6.6240 -3.0260 2.6831 -0.37 0.11 -0.63 0.283
H 3.7066 -3.9220 1.1873 0.53 -0.07 0.48 0.203
H 5.1688 -4.3891 2.0932 -0.71 0.55 -0.65 0.161
C 6.1104 1.4685 3.3115 -0.12 -0.20 0.88 0.415
O 6.2442 0.2229 3.2268 -0.30 2.52 -0.12 -0.726
N 5.9916 2.4063 2.2972 0.31 -0.34 2.08 -0.018
N 6.0546 2.1042 4.5877 0.18 -2.15 -1.56 -0.368
H 6.0574 3.3389 2.6733 -0.11 0.14 -0.49 0.035
H 5.9728 2.2647 1.3060 0.10 -0.90 -0.46 0.130
H 6.0023 1.4712 5.3715 0.04 0.17 -0.18 0.238
H 5.7943 3.0649 4.6916 0.13 0.55 0.03 0.268
C -1.0410 2.4862 3.9625 1.23 -0.14 -0.05 0.278
O -1.9615 2.6911 4.7569 1.23 -0.41 -1.10 -0.705
N -0.5762 3.4349 3.0386 0.16 -1.52 0.14 0.541
N -0.2192 1.2797 3.9035 -1.84 3.73 0.57 0.073
H -0.9153 4.3707 3.0455 -0.26 0.35 0.22 0.149
H 0.1951 3.2246 2.3832 -0.69 0.25 0.74 -0.694
H -0.7139 0.5242 4.3123 -0.30 -1.23 0.04 0.163
H 0.1335 1.2231 2.9706 0.36 -0.79 -0.62 -0.192
C 1.4663 -1.2644 4.2568 -2.12 -1.12 -0.84 0.447
O 0.3923 -1.7536 4.6967 1.78 0.87 0.04 -0.802
N 2.1551 -0.2822 4.8402 1.32 0.68 0.41 -0.225
N 1.9401 -1.6191 3.0265 0.38 -0.71 -0.18 0.182
H 1.7753 0.2354 5.6104 -0.20 -0.09 -0.05 0.284
H 2.9640 0.1064 4.3554 -0.49 -0.16 0.41 0.044
H 2.8227 -1.2704 2.6702 -0.08 -0.07 0.14 -0.418
H 1.6479 -2.5035 2.6092 -0.26 0.31 0.36 0.067
C -1.0105 -3.8160 1.9197 -0.52 0.55 2.95 0.219
O 0.1663 -4.1720 1.7823 0.08 0.09 -0.76 -0.752
N -1.4244 -3.1812 3.0703 1.07 0.18 0.22 -0.134
N -2.0145 -4.0881 1.0823 -0.71 -0.41 -1.19 0.090
H -2.3449 -2.7986 3.2325 -0.02 -0.18 -0.39 0.242
H -0.7023 -2.7809 3.6981 -0.37 -0.37 -0.52 0.266
H -2.9859 -3.8449 1.2419 0.57 0.07 0.17 0.116
H -1.7811 -4.5820 0.2480 0.06 -0.10 -0.54 -0.176
C -2.9936 2.4794 -0.5097 2.25 0.16 1.25 0.370
O -2.0412 2.2055 -1.2508 -0.87 0.24 -0.29 0.359
N -4.2925 2.3949 -0.8702 -0.37 -0.75 -1.96 -0.497
N -2.7615 2.9651 0.7462 -0.17 -0.08 -0.23 -0.218
H -5.0781 2.1610 -0.2983 0.16 0.28 0.99 0.476
H -4.3205 1.7867 -1.6780 -0.28 0.10 -0.56 -0.270
H -1.8594 2.8148 1.2142 -0.75 0.10 -0.32 -0.150
H -3.6095 2.9584 1.2741 0.11 0.22 0.97 0.308
C -0.1030 5.0519 -2.5463 -3.30 -0.42 1.13 0.240
O 0.4989 4.6141 -1.5500 0.03 0.57 -1.83 -0.232
N -1.1980 4.3612 -3.1468 0.94 -0.06 0.35 -0.260
N -0.0632 6.3409 -2.9760 0.76 0.09 -0.17 -0.405
H -2.0448 4.8806 -3.4164 1.06 -0.16 0.25 0.281
H -1.4250 3.4869 -2.6719 0.10 0.13 0.07 -0.102
H -0.4806 6.6196 -3.8531 0.19 -0.21 0.25 0.174
H 0.6407 6.9310 -2.5756 0.19 0.21 0.03 0.261
C 0.2382 -5.4853 -1.7865 -0.40 -1.84 -2.35 -0.203
O -0.4359 -4.4253 -1.8061 2.23 -2.71 -0.23 -0.140
N 0.6654 -6.1454 -0.6561 -0.11 1.86 1.10 -0.302
N 0.5987 -6.3277 -2.9735 -0.61 1.70 1.10 -0.217
H 0.6895 -5.5454 0.1735 -0.40 -0.18 -0.08 0.224
H 0.7643 -7.1279 -0.4498 -0.01 0.16 -0.92 0.160
H 0.4458 -6.0714 -3.9467 -0.50 0.47 0.75 0.152
H 1.1751 -7.1685 -2.9396 -0.22 0.74 0.81 0.164
C 2.1641 5.8427 5.8288 0.55 0.03 0.06 -0.959
O 3.5010 5.8800 5.2861 -0.23 -0.28 1.22 -0.221
C 4.4453 5.3236 6.2143 -0.02 -0.32 0.04 -0.647
C 5.8273 5.7984 5.8016 -1.34 -0.75 -0.73 -0.763
N 6.1498 5.1099 4.5566 -0.12 0.80 -0.88 0.177
C 7.2926 5.7387 3.8457 -0.50 -0.89 0.04 -0.919
C 6.8505 6.9375 3.0165 0.56 0.30 1.30 -0.600
O 5.7366 6.4419 2.3317 -0.82 1.45 -1.68 -0.182
C 4.9838 7.4681 1.6006 -0.20 -0.51 0.72 -0.506
H 2.1693 6.2395 6.8659 -0.11 0.09 -0.61 0.388
H 1.8139 4.8083 5.8955 -0.09 -0.03 -0.13 0.396
H 1.5026 6.4207 5.1640 0.36 -0.19 0.34 0.222
H 4.4274 4.2180 6.2401 -0.19 0.14 -0.45 0.221
H 4.2173 5.5810 7.2500 -0.13 0.57 0.03 0.575
H 6.5648 5.5219 6.5353 0.32 0.27 0.45 0.446
H 5.6996 6.8584 5.6289 0.49 0.63 0.35 0.339
H 5.3671 5.2936 3.8982 0.37 -0.26 0.74 -0.236
H 7.5854 4.9688 3.1370 0.65 0.00 -0.14 0.247
H 8.0976 5.9327 4.5549 0.06 0.12 -0.18 0.460
H 7.6953 7.3389 2.4258 -0.43 -0.41 -0.36 0.412
H 6.5720 7.7698 3.6865 -0.22 -0.10 -0.14 0.421
H 5.1451 8.4501 2.0736 -0.06 -0.31 -0.11 0.385
H 3.8900 7.2203 1.6948 1.30 0.12 -0.06 -0.247
H 5.3045 7.5365 0.5424 -0.13 -0.24 0.50 0.301
C 2.7078 4.6774 2.7926 -0.29 -0.28 -0.44 -1.173
O 2.0628 4.1724 1.6188 -0.39 0.74 0.92 0.733
C 2.4934 2.8706 1.4161 2.07 -0.75 -0.23 -0.192
C 1.7969 2.2106 0.2541 -0.19 -0.21 -0.36 -0.213
N 0.5334 1.4937 0.6019 1.37 1.03 0.41 2.246
C 0.7073 0.0395 0.5791 -1.77 0.45 -1.63 -1.789
C -0.6140 -0.6653 0.9036 0.00 -0.03 -1.18 0.645
O -1.7304 -0.4451 0.0025 0.60 1.34 1.67 2.469
C -1.4336 -0.8139 -1.2912 -0.17 -1.28 -0.96 -0.534
H 3.7781 4.6026 2.6560 0.49 -0.02 -0.03 0.246
H 2.4345 4.0669 3.6550 -0.09 0.04 0.12 0.204
H 2.4701 5.7174 2.9750 -0.36 0.10 -0.20 0.544
H 2.3832 2.2357 2.3247 -0.15 0.25 -0.14 0.030
H 3.6365 2.9033 1.2417 -1.48 -0.19 0.04 -0.027
H 2.5274 1.4796 -0.1021 -0.13 -0.18 -0.23 -0.080
H 1.6492 2.9475 -0.5664 -0.07 -0.45 0.61 -0.498
H -0.2277 1.9233 0.0882 -0.15 -0.90 -0.48 -0.645
H 1.3633 -0.2656 1.3510 0.75 -0.07 0.73 -0.208
H 1.1471 -0.3380 -0.3742 -0.21 0.27 0.37 0.699
H -0.8943 -0.3371 1.8944 -0.44 -0.06 0.21 -0.361
H -0.4577 -1.7331 0.8681 0.39 -0.42 0.37 -0.027
H -1.4728 -1.9179 -1.3461 0.16 0.24 -0.21 -0.059
H -0.4292 -0.5331 -1.6068 -0.04 0.35 -0.20 0.107
H -2.1903 -0.3978 -1.9688 0.27 0.04 0.21 -0.384
C -8.4880 -5.4160 -1.0822 0.15 0.64 -0.30 -0.738
O -7.5494 -4.4551 -0.6332 -0.11 -1.20 -0.45 -0.120
C -8.1508 -3.3512 -0.0586 0.63 0.85 0.62 -1.064
C -7.0105 -2.3115 0.0771 -2.20 -0.03 -0.65 -0.112
N -6.6340 -1.9076 -1.2635 1.61 0.68 -0.54 -0.299
C -5.6588 -0.7995 -1.4492 -2.53 1.11 1.05 0.268
C -5.7160 -0.4398 -2.9473 0.49 -0.91 1.82 -0.909
O -4.6167 0.4463 -3.1528 -0.81 -1.17 0.35 -0.197
C -4.5115 0.7846 -4.4850 0.81 1.87 -1.17 -0.857
H -9.0297 -5.9278 -0.2916 0.37 -0.36 0.51 0.284
H -7.9211 -6.0919 -1.7260 -0.46 -0.09 0.08 0.164
H -9.2862 -4.8813 -1.6030 0.07 -0.15 -0.63 0.351
H -8.5176 -3.5951 0.9386 -0.13 -0.07 0.36 0.424
H -9.0257 -3.0088 -0.6374 0.42 0.20 -0.13 0.485
H -6.2454 -2.8189 0.6445 0.53 0.24 0.51 0.096
H -7.5091 -1.4730 0.6083 0.91 -0.13 -0.10 0.340
H -6.2236 -2.6613 -1.7881 -0.31 -0.97 0.10 0.309
H -4.6142 -0.8478 -1.0772 -0.44 -0.53 -0.25 -0.832
H -6.1707 -0.0117 -0.8342 0.78 0.04 -0.57 0.859
H -6.7187 -0.0708 -3.2102 0.45 0.47 -0.05 0.506
H -5.6238 -1.4211 -3.4520 0.38 0.53 -0.45 0.249
H -4.2608 -0.0609 -5.1647 -0.56 0.51 0.44 0.275
H -3.7142 1.5526 -4.5653 0.03 -0.64 0.04 0.143
H -5.3922 1.3878 -4.7538 -0.19 -0.68 -0.56 0.292
C 1.6192 1.9861 -3.5247 -1.37 0.06 1.09 -0.294
O 1.3173 1.1852 -4.6088 -1.82 -0.68 -1.65 -0.469
C -0.0518 1.2976 -5.1451 0.93 -0.88 0.69 0.265
C -0.2318 0.1167 -6.1027 -0.95 -0.67 0.90 -1.154
N -0.3905 -1.2319 -5.4579 0.43 0.90 0.63 -0.333
C -1.6490 -1.4875 -4.6934 1.45 0.64 -0.86 2.051
C -2.7081 -2.1088 -5.5761 0.18 -0.11 1.19 -0.896
O -2.2842 -3.3203 -6.0995 -0.17 -0.56 -1.24 -0.527
C -2.0316 -4.3328 -5.1573 0.00 0.45 0.47 0.132
H 2.6824 1.9527 -3.4559 0.83 -0.03 0.55 0.237
H 1.0967 1.5952 -2.5956 0.69 0.54 -0.67 -0.019
H 1.3250 3.0331 -3.6689 -0.08 -0.04 -0.02 0.125
H -0.2212 2.3130 -5.4806 0.21 0.21 -0.82 0.525
H -0.8237 1.1689 -4.4051 -0.05 -0.07 1.17 -0.249
H 0.5917 0.1268 -6.7613 1.20 -0.43 -0.70 0.431
H -1.0900 0.1679 -6.7555 -0.53 0.69 -0.09 0.444
H 0.3272 -1.3313 -4.7446 0.33 0.12 -0.45 0.357
H -2.0245 -0.5715 -4.2372 -0.24 0.05 0.28 -0.975
H -1.3044 -2.1743 -3.9076 -0.66 0.24 -0.02 -0.542
H -2.9886 -1.4397 -6.3945 0.04 -0.21 -0.02 0.346
H -3.5624 -2.2818 -4.9054 -0.43 0.09 -0.27 0.327
H -2.9153 -4.4832 -4.5019 0.32 -0.07 -0.25 -0.109
H -1.1863 -4.0281 -4.5221 -0.10 -0.46 0.00 0.137
H -1.7845 -5.2444 -5.7002 -0.11 0.07 0.09 0.063
C -3.6045 -3.1704 -2.1002 0.52 0.20 0.27 -0.019
O -4.3766 -4.2890 -2.4310 -0.38 0.14 -0.14 -0.583
C -4.1226 -5.3772 -1.5819 2.08 0.07 -0.07 1.106
C -4.6482 -6.6325 -2.2424 -1.28 -0.28 1.09 -1.319
N -3.8410 -7.1666 -3.3184 0.45 -0.35 0.12 -0.262
C -2.4949 -7.7092 -2.9036 0.16 1.03 -0.68 0.174
C -1.8250 -8.5943 -3.9929 -0.17 0.90 0.33 -1.127
O -1.4653 -7.7515 -5.0926 0.82 -0.22 0.61 -0.071
C -1.0151 -8.5105 -6.1994 -0.91 -0.42 -0.13 -0.849
H -3.7402 -2.8285 -1.0510 0.05 -0.36 -0.36 0.377
H -3.9093 -2.3712 -2.7500 -0.14 0.43 -0.23 -0.603
H -2.5370 -3.3414 -2.2927 -0.16 -0.21 0.23 0.726
H -4.4985 -5.1733 -0.5721 -0.36 -0.18 -0.06 0.341
H -2.9760 -5.4680 -1.4754 -1.40 0.00 -0.05 -0.875
H -5.6943 -6.4311 -2.6170 1.04 -0.10 0.20 0.281
H -4.7771 -7.3509 -1.4263 0.09 -0.34 -0.21 0.369
H -3.8043 -6.3548 -3.9331 0.85 -0.58 -0.45 0.280
H -2.6024 -8.3354 -2.0220 -0.40 -0.07 0.16 0.505
H -1.8119 -6.8776 -2.6128 -0.26 -0.66 -0.31 -0.210
H -2.5984 -9.2763 -4.3428 -0.04 -0.41 -0.05 0.534
H -0.9368 -9.1986 -3.6040 -0.96 0.88 -0.34 0.381
H -1.8498 -9.2267 -6.3841 0.57 0.34 -0.71 0.331
H -0.1251 -9.1417 -6.0138 -0.07 0.48 0.23 0.309
H -0.8184 -7.8141 -7.0427 -0.28 -0.59 0.53 0.229
C 6.1845 2.0647 -2.3017 0.96 -0.35 0.33 -1.804
C 5.1835 1.1379 -1.6045 0.12 0.40 1.23 1.415
C 4.9240 -0.1363 -2.3831 0.95 -0.14 -0.30 -0.736
O 6.1572 -0.8563 -2.4015 0.40 0.38 0.23 -0.366
C 5.9985 -2.2317 -2.5834 -0.81 -0.29 -0.60 -0.734
N 5.6617 0.7447 -0.2653 0.48 1.15 0.15 -0.105
H 6.4836 2.9686 -1.7482 -0.80 -0.16 0.06 0.377
H 5.8645 2.3327 -3.3043 -0.11 0.08 -0.09 0.362
H 7.1493 1.5548 -2.3803 -0.12 -0.28 -0.30 0.392
H 4.2706 1.7454 -1.4221 0.16 -0.67 -0.37 -0.773
H 4.6342 0.0837 -3.4021 -0.39 -0.09 -0.49 0.609
H 4.2288 -0.8031 -1.8985 -0.85 0.17 0.28 0.530
H 5.4452 -2.7489 -1.7749 0.08 0.45 -0.04 0.210
H 6.9778 -2.6936 -2.6477 0.14 0.06 -0.15 0.257
H 5.4258 -2.3809 -3.5220 0.34 -0.37 0.26 0.336
H 6.5449 0.2276 -0.2986 -0.55 0.13 -0.23 0.350
H 4.9821 0.1728 0.2192 0.06 -0.17 0.01 -0.164
C -5.2199 0.8161 2.6157 1.39 1.19 -0.99 -1.718
C -3.8184 0.2563 2.8530 -0.41 0.12 0.66 3.468
C -3.7189 0.0082 4.3506 -0.95 -1.20 -0.02 -1.581
O -2.7049 -0.9436 4.6648 0.27 1.47 -0.53 -0.008
C -2.5444 -1.0211 6.0490 -0.61 0.21 0.67 -1.011
N -3.6715 -1.0026 2.1101 0.76 0.71 0.53 0.083
H -5.2145 1.7897 3.1285 -0.51 -0.08 -0.27 0.440
H -6.0028 0.1879 3.0135 -0.18 -0.25 -0.16 0.499
H -5.2787 0.9703 1.5029 -0.55 -0.08 0.98 0.034
H -3.0576 1.0641 2.5981 -0.66 -1.02 -0.04 -1.550
H -4.6733 -0.4416 4.7193 0.28 0.16 -0.33 0.672
H -3.6349 0.9582 4.8645 0.59 0.21 0.25 0.408
H -2.1962 -0.1128 6.5680 0.17 0.09 -0.62 0.315
H -1.8632 -1.8153 6.2336 0.56 -0.66 0.31 0.246
H -3.5200 -1.2252 6.4960 -0.12 -0.33 0.22 0.385
H -3.8104 -0.7635 1.1395 -0.01 -0.08 -0.39 -0.361
H -2.6634 -1.1449 2.1623 -0.23 -0.62 -0.22 -1.102

no.,total energy (eV)
1,-16665.2269
2,-11846.3988
3,-131147.4014